Below is a 13-piece molecular cluster, C50H102O13 overall at a distorted geometry, with properties calculated with wB97M-V/def2-TZVPD.

Summary:
charge: 0
orbital gap: 9.66 eV
2S+1: 1

Cartesian coordinates (Å):
C: 4.520964 0.433177 -1.326278
C: 4.190171 0.100048 -2.775196
C: 5.670369 -0.137496 -3.314622
O: 6.252983 -0.900800 -2.299599
C: 5.862213 -0.229395 -1.084049
H: 3.752187 0.043105 -0.659247
H: 4.647191 1.498028 -1.130656
H: 3.622732 0.929187 -3.197861
H: 3.696688 -0.858438 -2.936065
H: 6.289918 0.757910 -3.364643
H: 5.718298 -0.686349 -4.255139
H: 6.638293 0.420765 -0.680197
H: 5.721951 -1.038477 -0.367244
C: 4.081282 -4.313492 2.551051
C: 3.118487 -3.364757 3.165679
C: 3.633067 -2.000433 2.695996
O: 4.245504 -2.268611 1.447152
C: 4.931691 -3.479165 1.531540
H: 3.540754 -5.119251 2.054368
H: 4.722250 -4.813777 3.276976
H: 3.123988 -3.542180 4.241126
H: 2.114681 -3.585574 2.802753
H: 4.466543 -1.539795 3.226313
H: 2.868366 -1.230701 2.591867
H: 5.976230 -3.415663 1.836524
H: 5.045340 -4.000167 0.580892
C: -2.465884 -3.774154 -3.466026
C: -1.914065 -2.596296 -4.278373
C: -2.948014 -1.500300 -4.104565
O: -4.079253 -2.111832 -3.399444
C: -3.930029 -3.490903 -3.514408
H: -1.995788 -3.927626 -2.494652
H: -2.196438 -4.671193 -4.023543
H: -1.754125 -2.846904 -5.327051
H: -0.950466 -2.220227 -3.934650
H: -3.146018 -1.045777 -5.075291
H: -2.570300 -0.705772 -3.461007
H: -4.430721 -3.948821 -4.367470
H: -4.456148 -3.904217 -2.653910
C: 3.107630 5.948391 1.646628
C: 2.982405 4.464134 1.918190
C: 3.706521 4.217357 3.178122
O: 4.621571 5.274115 3.362268
C: 4.324035 6.390927 2.472647
H: 2.210985 6.514817 1.898206
H: 3.296835 6.216223 0.607123
H: 3.412666 3.904638 1.087564
H: 2.030068 3.954219 2.063597
H: 4.395055 3.392482 2.994823
H: 3.008283 3.828925 3.919535
H: 5.055311 6.511131 1.673350
H: 3.995449 7.302287 2.972192
C: -0.350956 2.003622 6.271227
C: -1.457609 1.030536 6.045345
C: -1.150724 0.571431 4.659398
O: 0.223545 0.511149 4.555534
C: 0.789497 1.384492 5.528990
H: -0.085869 2.109128 7.323220
H: -0.600708 2.991168 5.883312
H: -2.490488 1.356067 6.169008
H: -1.322495 0.263420 6.807825
H: -1.532290 1.296433 3.940444
H: -1.493331 -0.416386 4.351300
H: 1.363014 2.195104 5.079459
H: 1.422513 0.839405 6.229181
C: -1.306124 6.333248 2.231976
C: -1.447418 4.828644 2.383914
C: -2.712194 4.761500 3.162793
O: -3.382786 6.003582 2.976615
C: -2.708501 6.937037 2.122550
H: -0.770614 6.593362 1.318925
H: -0.794117 6.799695 3.073630
H: -0.610155 4.414114 2.945405
H: -1.566197 4.464718 1.363351
H: -2.464676 4.456963 4.179694
H: -3.439466 4.039752 2.790959
H: -2.592741 7.931365 2.553855
H: -3.087673 6.922325 1.100734
C: 1.329247 1.280958 -5.720199
C: 1.201575 0.779561 -7.174212
C: 0.390618 -0.444539 -7.095860
O: -0.375757 -0.376512 -5.871235
C: 0.458163 0.319965 -4.873884
H: 1.007454 2.314157 -5.589624
H: 2.360750 1.159056 -5.389684
H: 2.165334 0.767126 -7.683249
H: 0.570190 1.538482 -7.636288
H: 0.959095 -1.373570 -7.052968
H: -0.384870 -0.490801 -7.860436
H: 1.045150 -0.443862 -4.363891
H: -0.189381 0.740173 -4.104328
C: 2.738425 -4.879383 -1.026194
C: 2.887758 -3.622954 -1.829521
C: 1.575283 -3.578884 -2.708204
O: 1.284158 -5.031559 -2.860206
C: 1.584046 -5.662806 -1.621964
H: 2.552582 -4.488730 -0.025715
H: 3.668041 -5.421571 -0.853157
H: 3.809559 -3.588400 -2.410210
H: 2.957754 -2.648056 -1.347055
H: 1.806561 -2.968819 -3.581380
H: 0.721017 -3.113876 -2.216172
H: 2.014143 -6.648774 -1.798007
H: 0.768136 -5.653335 -0.899257
C: 0.304609 3.956128 -0.957456
C: -0.037245 2.621154 -1.507716
C: 1.380682 2.027214 -1.552988
O: 2.182117 3.128464 -2.069819
C: 1.531544 4.371452 -1.843660
H: 0.589287 3.976242 0.094522
H: -0.631027 4.506479 -1.056417
H: -0.397321 2.670875 -2.535326
H: -0.708352 2.122198 -0.808607
H: 1.317733 1.171106 -2.224729
H: 1.640131 1.680097 -0.552850
H: 1.106864 4.864899 -2.717874
H: 2.060934 5.125568 -1.261301
C: -5.588522 -1.381503 0.712418
C: -4.991113 -2.069136 1.936132
C: -4.894266 -3.597100 1.617455
O: -4.424987 -3.496841 0.292072
C: -5.153375 -2.367305 -0.391164
H: -5.205457 -0.369113 0.584203
H: -6.676671 -1.388044 0.649333
H: -5.685546 -1.899055 2.758890
H: -4.110598 -1.587656 2.361538
H: -5.888126 -4.037091 1.699472
H: -4.272591 -4.135070 2.333156
H: -6.004511 -2.610415 -1.027208
H: -4.492967 -1.827898 -1.070127
C: -4.652841 2.271987 -0.669339
C: -4.598386 3.541563 -1.456779
C: -3.391714 3.384491 -2.305864
O: -3.320753 1.997167 -2.498884
C: -4.106369 1.214005 -1.611892
H: -5.636520 2.075938 -0.242692
H: -4.009941 2.462762 0.189956
H: -4.552772 4.362323 -0.740989
H: -5.431534 3.817334 -2.103253
H: -2.471752 3.746842 -1.847087
H: -3.536771 3.846323 -3.282472
H: -3.656810 0.363543 -1.099346
H: -4.960706 0.951550 -2.235852
C: -1.920075 -5.700530 3.319034
C: -1.998813 -4.309489 4.019430
C: -1.164993 -3.577900 3.005362
O: -0.148847 -4.422036 2.684669
C: -0.617727 -5.779567 2.546678
H: -2.907837 -5.850374 2.883182
H: -1.910766 -6.408158 4.148049
H: -1.575220 -4.362435 5.022360
H: -3.051749 -4.065862 4.161057
H: -0.851508 -2.568501 3.271713
H: -1.798160 -3.448667 2.127581
H: 0.106987 -6.435161 3.029472
H: -0.709724 -6.025336 1.488736
C: -1.258944 -1.191173 -0.514956
C: -0.001710 -1.015177 0.372037
O: 1.142740 -0.932457 -0.446556
H: -1.235818 -0.359119 -1.218700
H: -2.161135 -1.222671 0.095913
H: -1.215900 -2.103112 -1.110457
H: 0.016440 -1.821484 1.105266
H: -0.200353 -0.141214 0.992398
H: 1.740580 -1.669301 -0.300764

Force components x, y, z for each atom (eV/Å):
-0.21 -0.07 0.35
1.83 0.57 -0.69
-1.05 0.36 -0.12
0.00 -0.02 0.78
0.02 -1.95 0.68
0.07 0.10 0.17
-0.46 0.14 -0.37
0.09 -0.20 -0.44
-0.31 0.11 0.32
-0.42 0.62 -0.51
0.00 0.02 0.03
0.13 0.27 -0.39
0.23 0.03 0.21
1.38 -1.37 -1.04
-0.27 0.58 0.75
0.40 0.20 0.06
-0.36 0.49 -1.71
-0.35 -1.56 0.73
0.09 -0.03 -0.21
0.10 0.14 0.08
-0.20 0.54 0.10
-0.05 0.41 0.03
-0.25 -0.23 1.19
-0.08 -0.13 -0.29
0.13 0.65 0.62
-0.64 0.38 -0.40
1.30 -0.70 -1.30
0.71 0.24 0.36
0.00 0.14 0.55
0.60 1.44 -1.34
-0.93 -1.13 1.57
-0.40 0.50 0.25
-0.22 -0.28 0.09
-0.24 -0.11 0.03
0.08 -0.23 0.12
-0.79 -0.07 0.05
-0.14 0.08 0.08
0.12 0.32 -0.61
-0.01 -0.19 0.18
-1.03 0.52 -0.15
-0.71 -0.88 -1.49
2.03 -1.63 -0.81
-0.20 2.03 0.49
-1.47 -1.34 -0.50
-0.11 -0.09 0.34
-0.12 -0.42 -0.15
0.34 0.05 -0.05
-0.69 0.84 -0.46
-0.20 -0.60 0.28
0.22 1.17 1.09
0.94 0.29 0.98
0.93 0.01 0.41
-0.28 1.25 0.85
-0.96 -0.83 0.99
-0.94 -0.65 -0.89
1.95 0.11 0.09
0.56 0.32 -0.11
-0.18 0.18 0.02
0.03 0.09 -0.07
0.13 0.44 -0.09
-0.06 -0.57 -0.28
-0.32 0.23 -0.23
-0.48 -0.01 0.24
0.36 -0.29 -0.35
0.18 -0.27 -0.27
1.09 1.16 -1.22
0.27 0.92 -0.71
-1.06 -0.52 -0.60
-1.51 1.03 0.89
1.85 -2.10 1.23
0.52 -0.03 0.07
0.05 -0.11 0.07
0.06 -0.28 -0.49
0.24 -0.65 0.18
-0.45 0.78 0.53
0.23 -0.48 -0.01
-0.97 0.06 -0.05
-0.28 0.12 0.08
0.34 -0.72 1.06
-0.18 2.28 0.39
-1.35 -1.49 0.88
0.61 0.96 0.61
-0.48 -0.87 -1.45
0.17 -0.06 -0.11
0.04 0.40 0.13
-0.18 -0.38 -0.04
0.22 0.02 -0.52
0.24 -0.10 -0.29
0.31 -0.27 -0.25
0.39 -0.06 0.01
-0.16 0.32 -0.34
0.68 1.27 2.10
-0.68 1.27 -1.68
1.42 -1.62 1.26
-0.15 1.40 -0.63
1.28 0.47 -0.08
-0.61 -0.47 0.40
0.01 -0.22 -0.65
-0.23 -0.39 -0.62
-0.01 -0.25 0.89
-0.42 -0.91 -0.72
0.08 0.04 0.33
-0.90 -0.29 -0.29
-0.43 -0.26 -0.33
-0.35 1.39 -0.69
1.41 -1.00 0.84
-1.58 0.25 -0.51
0.33 -0.43 0.06
-2.44 -0.13 1.62
-0.04 -0.41 0.06
0.39 1.06 -0.01
-0.46 0.09 0.17
-0.15 -0.46 -0.43
0.96 0.08 -0.15
0.61 0.17 -0.05
0.52 -0.31 -0.60
0.88 -0.33 -0.26
0.48 -1.33 -0.49
-1.67 -0.04 2.27
-0.44 2.86 0.01
-0.69 0.20 -1.84
1.24 0.50 0.42
-0.06 -0.10 -0.13
-0.02 0.33 0.77
-0.28 -0.21 0.32
0.60 -0.32 -0.72
-0.27 -0.13 -0.28
0.56 0.00 -0.64
-0.01 -1.01 0.31
0.59 -0.73 0.02
-0.35 -0.18 1.15
-0.95 1.88 0.50
0.19 -0.21 -0.12
2.01 -1.62 -0.94
-1.79 1.81 -0.24
-0.08 -0.23 -0.20
0.31 -0.42 0.16
0.23 0.29 -0.12
-0.42 -0.67 0.10
0.10 0.13 0.05
0.28 0.10 -0.03
0.53 0.14 -0.50
-0.06 -1.06 0.16
-1.39 -0.92 2.33
0.12 -1.18 -0.07
-2.11 1.46 -0.07
2.82 -0.78 -0.58
-0.59 1.38 0.27
0.50 -0.24 -0.98
0.05 -0.45 -0.17
0.38 0.20 -0.10
0.12 0.53 -0.32
0.64 -0.22 0.22
-0.39 0.26 -0.41
0.00 0.05 -0.13
-0.12 -0.07 -0.03
1.01 0.04 0.13
-1.71 -0.82 -0.12
0.15 0.45 0.12
-0.46 0.13 -0.03
-0.11 0.18 -0.08
0.04 -0.13 0.10
0.47 -0.35 -0.13
0.66 0.57 -0.18
-0.06 -0.08 0.28

Mulliken atomic charge list, values in e, 2 entries: 0.221 0.750